Here is the molecule C3H9NS from the Open Molecules 2025 dataset. Energies are from wB97M-V/def2-TZVPD.

Results
Max |F| ... 3.12 eV/A
Relative energy (zero: lowest compared OMol25 entry of this formula, charge and spin) ... 32.1 kcal per mole
E_HOMO ... -8.97 eV
Structure (SMILES) ... NCCCS
Energy ... -572.588885 Ha
Orbital gap ... 0.363 hartree

CARTESIAN COORDINATES (ANGSTROEM)
N1 2.586 0.734 -0.694
H1 -1.088 -1.025 -1.054
H2 2.873 0.369 0.205
C1 1.129 0.488 -0.702
C2 0.812 -0.893 -0.078
H3 0.641 1.145 -0.052
H4 1.304 -1.051 0.904
H5 3.035 0.278 -1.502
H6 -3.037 -0.001 0.333
C3 -0.758 -0.965 0.020
H7 1.370 -1.890 -0.511
S1 -1.868 0.408 0.763
H8 -1.025 -1.818 0.571
H9 0.615 0.542 -1.681

Atom-resolved charges from Mulliken, all expressed in e:
1 N -0.62
2 H 0.31
3 H 0.26
4 C -0.58
5 C -0.47
6 H 0.36
7 H 0.34
8 H 0.26
9 H 0.12
10 C -0.75
11 H 0.25
12 S -0.23
13 H 0.42
14 H 0.33


Here is a structure of composition C31H25NReS4Te from the Open Molecules 2025 dataset. Energies are from wB97M-V/def2-TZVPD.

Results
Spin multiplicity ... 4
Max |F| ... 0.65 eV/A
Net charge ... +2
Relative energy (zero: lowest compared OMol25 entry of this formula, charge and spin) ... 0.0 kcal per mole
E_HOMO (alpha / beta) ... -13.35 / -13.52 eV
Energy ... -3189.632492 Ha
Orbital gap (alpha / beta) ... 0.275 / 0.214 hartree

CARTESIAN COORDINATES (ANGSTROEM)
H1 -1.235 -6.442 -0.770
H2 -1.907 3.981 -1.746
Re1 -0.422 0.216 -0.142
H3 1.699 4.750 -0.255
H4 1.180 3.168 2.276
C1 -2.024 5.686 -0.457
C2 -1.548 -4.361 -0.380
C3 -3.267 1.922 -3.176
C4 -0.915 -3.140 -0.182
C5 0.371 2.380 -2.327
C6 0.467 -2.999 -0.213
H5 -2.628 -4.430 -0.365
C7 -0.766 -5.482 -0.602
H6 -7.013 0.949 -3.227
H7 -2.478 -2.232 2.509
C8 0.619 -5.365 -0.612
C9 -2.845 5.295 1.773
C10 0.268 3.160 -3.479
C11 -5.340 1.659 -4.369
S1 1.258 -1.428 -0.027
H8 -0.731 -2.286 2.198
C12 0.879 2.984 -1.177
C13 -1.452 -0.346 2.661
C14 -0.402 1.747 2.487
H9 -2.239 7.214 1.033
S2 -1.883 -1.719 0.212
C15 -2.667 3.479 0.213
C16 -0.811 2.084 3.764
C17 0.625 4.500 -3.455
N1 -0.726 0.552 1.952
C18 -3.908 1.495 -2.021
H10 -0.534 3.043 4.181
C19 -2.174 4.339 -0.761
C20 -2.352 6.161 0.806
C21 0.392 2.734 1.662
C22 1.272 4.316 -1.152
H11 -5.902 1.727 -5.291
H12 -3.426 3.280 2.223
H13 -1.924 1.443 5.478
H14 -0.090 2.704 -4.394
C23 1.238 -4.137 -0.421
C24 -5.252 1.142 -2.022
H15 -0.249 3.534 1.287
H16 0.534 5.091 -4.357
C25 1.120 5.083 -2.293
C26 -3.995 2.006 -4.354
H17 -3.121 5.670 2.750
Te1 -2.968 1.431 -0.155
C27 -1.581 1.188 4.483
H18 -3.510 2.340 -5.262
S3 1.199 1.934 0.225
C28 -1.909 -0.041 3.925
H19 1.230 -6.242 -0.781
H20 -1.650 6.365 -1.213
S4 -0.036 0.650 -2.397
H21 2.317 -4.056 -0.451
C29 -5.966 1.223 -3.211
H22 -2.495 -0.764 4.475
C30 -3.014 3.948 1.477
H23 -2.219 2.174 -3.173
H24 1.418 6.124 -2.285
H25 -5.745 0.809 -1.118
C31 -1.644 -1.706 2.050

Atom-resolved charges from Mulliken, all expressed in e:
1 H 0.43
2 H 0.31
3 Re 0.25
4 H 0.48
5 H 0.74
6 C -0.67
7 C -0.58
8 C 0.14
9 C 0.34
10 C 0.53
11 C 0.85
12 H 0.47
13 C -0.67
14 H 0.41
15 H 0.58
16 C -0.60
17 C -0.72
18 C -0.61
19 C -0.55
20 S -0.22
21 H 0.46
22 C 0.57
23 C 0.71
24 C 0.55
25 H 0.45
26 S -0.15
27 C 0.65
28 C -0.93
29 C -0.78
30 N 0.12
31 C 0.69
32 H 0.55
33 C -0.26
34 C -0.67
35 C -0.28
36 C -0.68
37 H 0.42
38 H 0.49
39 H 0.48
40 H 0.56
41 C -0.72
42 C -0.75
43 H -0.13
44 H 0.43
45 C -0.73
46 C -0.78
47 H 0.47
48 Te 0.62
49 C -0.53
50 H 0.44
51 S -0.16
52 C -0.97
53 H 0.42
54 H 0.49
55 S -0.06
56 H 0.48
57 C -0.64
58 H 0.52
59 C -0.43
60 H 0.12
61 H 0.50
62 H 0.41
63 C -0.85